# 1
The following is a DFT calculation (ωB97M-V/def2-TZVPD) of a 11-piece molecular cluster, C13H48N4O11 overall.

The total energy comes out at -1570.59084 a.u. The SMILES is NC(N)=O.NC(N)=O.CCO.CCO.CO.CO.CO.CO.CO.CO.CO. As for the relative energy (zero: lowest compared OMol25 entry of this formula, charge and spin): 17.3 kcal/mol. The calculation puts the HOMO-LUMO gap at 8.2569 eV. The calculation puts the LUMO energy at -0.0995 eV.

Positions of all 76 atoms, in Å:
O1 2.36555 -3.21526 -1.80050
O2 -4.81005 -1.91870 3.32276
O3 0.86497 3.98903 1.88047
O4 -1.97663 -3.72870 -0.11569
O5 0.11432 -2.01101 0.80877
O6 -0.02571 -1.77446 -1.90346
O7 0.16761 3.69910 -2.91172
O8 3.84686 -0.04395 -0.84368
O9 -2.78667 -0.85033 0.53871
O10 -2.14440 2.35762 2.83987
O11 3.76816 2.60989 0.48667
N1 -0.90972 3.39392 0.59433
N2 1.08954 3.80654 -0.42823
N3 -0.78748 -0.99299 -3.95827
N4 -1.82307 -0.22942 -2.06494
C1 2.44523 -4.49171 -2.54592
C2 0.35216 3.71718 0.63286
C3 1.38721 1.59355 -2.78922
C4 0.21112 0.35279 1.06031
C5 -1.23589 -4.77176 -0.90647
C6 3.82247 2.58272 1.94969
C7 -0.88658 -0.96993 -2.63890
C8 3.47932 -0.83048 0.23855
C9 -1.32101 2.24361 3.95036
C10 -3.59569 0.35062 0.56724
C11 -3.44885 -1.97447 3.79664
C12 0.20738 -0.98671 1.77137
C13 0.51985 2.49720 -3.63402
H1 1.11506 -1.08625 2.37172
H2 1.21107 0.64499 0.72582
H3 2.30084 -5.33598 -1.89952
H4 -0.61970 -1.11227 2.50116
H5 3.83055 1.69937 0.25157
H6 -0.28244 2.58200 3.61220
H7 -2.71898 -1.73872 3.02397
H8 -0.36980 1.96320 -3.76706
H9 -1.22384 -0.28904 -4.59303
H10 -1.24968 3.04338 -0.24681
H11 1.72830 -4.42325 -3.37695
H12 -1.38642 -2.99055 0.18505
H13 4.06081 -0.58596 -1.60510
H14 0.93233 1.32376 -1.79723
H15 -3.45170 -1.17814 4.50481
H16 3.46341 -4.48235 -2.92416
H17 -0.46130 0.45301 0.20882
H18 4.72858 2.07264 2.19383
H19 -2.11956 0.69374 -2.36764
H20 -1.58310 2.79990 4.83357
H21 0.82271 2.81371 -4.61827
H22 0.06777 -1.48141 -4.31074
H23 -0.35595 -4.26932 -1.35888
H24 3.82661 3.61597 2.23484
H25 -4.40291 0.37687 1.29795
H26 1.46835 -2.87818 -1.81499
H27 -0.44900 4.24649 -3.45656
H28 -3.87330 0.67970 -0.45051
H29 -4.89501 -2.39005 2.43363
H30 -0.01879 1.04688 1.78305
H31 1.73968 0.71322 -3.32673
H32 -3.06311 2.11905 3.16479
H33 3.20965 -0.22764 1.04320
H34 0.94214 3.55721 -1.37020
H35 1.98019 4.05902 -0.16510
H36 4.23881 -1.52378 0.53040
H37 0.60066 -1.76987 0.03373
H38 -1.91732 -5.17155 -1.61266
H39 -3.13316 -2.95324 4.21254
H40 -1.97949 -0.22525 -1.05376
H41 -3.30845 -1.46665 1.05447
H42 -1.10061 1.17732 4.09381
H43 -0.84852 -5.50395 -0.18353
H44 -1.32933 3.08145 1.52029
H45 -2.86527 1.08810 0.80330
H46 2.54273 -1.27366 -0.04436
H47 2.99229 2.02115 2.30781
H48 2.31420 2.08103 -2.48014



# 2
The following is a DFT calculation (ωB97M-V/def2-TZVPD) of a 11-piece molecular cluster, C13H48O13 overall.

The total energy comes out at -1502.03349 a.u. The SMILES is OCCO.OCCO.CO.CO.CO.CO.CO.CO.CO.CO.CO. As for the relative energy (zero: lowest compared OMol25 entry of this formula, charge and spin): 0.0 kcal/mol. The calculation puts the HOMO-LUMO gap at 9.3944 eV. The calculation puts the LUMO energy at 0.1472 eV.

Positions of all 74 atoms, in Å:
O1 3.82744 15.40409 -24.24624
O2 6.89405 12.14067 -24.44129
O3 3.61216 15.87966 -21.29502
O4 3.68156 19.71258 -22.49709
O5 1.41467 17.38648 -26.37862
O6 6.64707 16.13522 -17.24695
O7 1.02738 19.78907 -21.40816
O8 6.48515 16.07035 -21.81504
O9 2.22632 13.21283 -23.82344
O10 0.32333 22.56899 -20.82093
O11 2.04916 15.50797 -18.96675
O12 2.67922 15.01077 -27.30603
O13 5.94769 16.54625 -26.20733
C1 -0.33317 21.43655 -20.28154
C2 0.04388 17.08395 -26.18188
C3 4.72755 19.58056 -21.54328
C4 3.28942 15.07133 -28.59146
C5 6.84902 14.88428 -22.50699
C6 5.81715 16.37073 -18.36460
C7 3.56075 16.64175 -23.60881
C8 2.80225 16.41920 -22.34797
C9 5.53697 12.12076 -24.86894
C10 0.87231 13.42208 -24.20203
C11 0.63078 20.27530 -20.12931
C12 6.82683 17.44440 -25.48406
C13 1.32487 16.71198 -18.66422
H1 4.50794 17.13562 -23.36302
H2 5.77316 17.42382 -18.68129
H3 7.46751 12.25023 -25.20230
H4 5.49071 17.08671 -26.85925
H5 0.23903 19.46306 -19.50623
H6 2.71821 14.05645 -23.92179
H7 5.53359 16.00319 -21.64570
H8 2.32537 17.34908 -22.01851
H9 2.73660 14.47198 -29.32782
H10 1.52664 20.63104 -19.61753
H11 6.21177 15.82704 -19.21928
H12 1.88010 17.31130 -17.94128
H13 6.61382 13.97400 -21.94608
H14 4.39164 19.77525 -20.51451
H15 -0.34423 16.29208 -26.82106
H16 5.39055 11.35868 -25.64208
H17 7.28707 16.86639 -24.69578
H18 -0.53258 17.99916 -26.34370
H19 5.12393 18.56014 -21.51557
H20 -0.12654 16.80966 -25.13158
H21 0.29344 13.86350 -23.37605
H22 2.84197 19.62057 -22.02308
H23 3.29804 16.09055 -28.96997
H24 7.61226 17.80585 -26.15124
H25 1.96732 15.72365 -22.52967
H26 4.30513 15.56420 -25.07268
H27 3.02053 17.35213 -24.24077
H28 5.26274 13.08679 -25.31360
H29 6.25306 16.55959 -16.48074
H30 0.33928 16.47201 -18.26796
H31 0.45021 12.44484 -24.42458
H32 7.91057 14.94102 -22.73540
H33 4.89657 11.93707 -24.01496
H34 1.80824 16.64329 -26.85915
H35 0.30194 19.24596 -21.73601
H36 4.30935 14.67581 -28.57488
H37 6.24582 18.27573 -25.08783
H38 0.42563 22.41794 -21.76591
H39 -1.14873 21.12072 -20.95019
H40 5.49693 20.31140 -21.78217
H41 1.22058 17.31352 -19.57262
H42 -0.79775 21.67806 -19.32468
H43 6.28997 14.77430 -23.44440
H44 3.07041 15.98380 -20.49433
H45 1.51993 14.73516 -18.76661
H46 2.85418 14.13965 -26.93619
H47 0.79404 14.11390 -25.04758
H48 4.77749 16.06014 -18.19981



# 3
The following is a DFT calculation (ωB97M-V/def2-TZVPD) of C13H4Cl6MnNO9 as an isolated structure.

The total energy comes out at -5141.17616 a.u. Its spin multiplicity is 2. As for the relative energy (zero: lowest compared OMol25 entry of this formula, charge and spin): 0.0 kcal/mol. The calculation puts the HOMO-LUMO gap (alpha / beta) at 6.3432 / 5.3275 eV. The calculation puts the LUMO energy (alpha / beta) at -6.6321 / -7.4499 eV. As for the charge: +1.

Positions of all 34 atoms, in Å:
Mn1 0.03599 -0.07497 0.94590
Cl1 2.28087 -0.89108 4.91442
Cl2 -3.82110 0.35629 4.71498
Cl3 -2.06746 0.19730 2.07868
Cl4 1.14210 -1.93668 -0.39425
Cl5 0.62934 -0.74570 7.58493
Cl6 -2.41203 -0.13368 7.46272
O1 -0.25117 1.28733 -0.02456
O2 1.71297 -3.00576 0.29467
O3 -1.08922 -0.83668 -6.47859
O4 1.68814 -0.60989 0.10067
O5 0.63993 -0.46158 2.54484
O6 1.45657 2.61183 -0.63957
O7 -0.30958 -1.70114 0.11385
O8 1.15794 -2.01622 -1.78523
O9 0.84555 -0.05492 -7.02223
N1 -0.06337 -0.23699 -6.24485
C1 -0.76707 0.62256 -2.68706
C2 0.64221 1.83315 -0.99509
C3 1.25709 1.00636 -4.57551
C4 0.61597 -0.56632 4.91149
C5 0.09581 0.31935 -4.87708
C6 -1.40309 -0.08952 3.65656
C7 -0.03286 -0.37495 3.68017
C8 -0.13219 -0.49652 6.08244
C9 0.39824 1.30930 -2.35459
C10 1.40384 1.51400 -3.29714
C11 -1.50958 -0.21891 6.03166
C12 -2.15806 -0.00312 4.80112
C13 -0.92617 0.12367 -3.96766
H1 2.01823 1.13193 -5.33116
H2 -1.81635 -0.40768 -4.26921
H3 2.29397 2.05991 -3.01595
H4 -1.55543 0.48933 -1.95934



Per-record max |F|, eV/Å: 7.7; 1.1; 0.6